{"formula": "CH2O3", "method": "wB97M-V/def2-TZVPD", "homo_lumo_gap_ha": 0.3965, "fmax_ev_per_a": 5.36, "multiplicity": 1, "homo_ev": -10.266, "e_above_lowest_kcal_mol": 135.93, "symbols": ["C", "O", "O", "O", "H", "H"], "coordinates": [[0.88735, 0.23179, 0.08770], [2.06974, 0.33739, 0.02147], [-1.21902, -0.38167, 0.12548], [0.10605, -0.81926, 0.00185], [-0.14428, 1.57190, 0.28133], [-1.69984, -0.94015, -0.51783]]}